[1]
{"formula": "C21H26Cl4GeN4O2SSn", "method": "ωB97M-V/def2-TZVPD", "spin_multiplicity": 2, "total_charge": 3, "e_homo_ev": [-17.074, -17.074], "total_energy_ha": -5714.6457, "molar_mass_da": 731.67, "e_above_lowest_ev": 0.000, "orbital_gap_ev": [7.8233, 6.0859], "symbols": ["Sn", "Cl", "Ge", "Cl", "Cl", "N", "S", "C", "C", "C", "C", "C", "C", "C", "C", "C", "C", "C", "C", "H", "H", "H", "H", "H", "H", "H", "H", "H", "H", "H", "C", "C", "N", "C", "N", "C", "C", "C", "N", "C", "H", "H", "H", "H", "H", "H", "H", "H", "H", "H", "H", "H", "H", "Cl", "C", "C", "O", "O", "H", "H"], "coordinates": [[-1.55, 1.74, 0.92], [-3.85, 6.37, 0.60], [-2.63, 5.11, -0.57], [-1.59, 5.99, -2.19], [-3.47, 3.27, -1.12], [-0.94, 0.69, -0.89], [-1.91, -0.63, -0.79], [-0.91, -2.08, -0.86], [-0.50, -2.60, -2.09], [0.02, -3.88, -2.08], [0.14, -4.62, -0.89], [-0.34, -4.08, 0.30], [-0.84, -2.78, 0.32], [-2.89, -0.74, -2.30], [-3.63, -1.91, -2.46], [-4.29, -2.13, -3.65], [-4.24, -1.17, -4.65], [-3.65, 0.06, -4.39], [-2.93, 0.27, -3.22], [-0.66, 0.96, -1.83], [-0.71, -2.07, -3.00], [0.34, -4.34, -3.00], [0.60, -5.60, -0.89], [-0.34, -4.61, 1.22], [-1.21, -2.32, 1.22], [-3.66, -2.68, -1.69], [-4.85, -3.04, -3.80], [-4.72, -1.34, -5.62], [-3.68, 0.88, -5.09], [-2.38, 1.20, -3.08], [4.01, -1.64, 0.17], [3.35, -0.48, -0.57], [2.16, -0.06, 0.17], [2.07, -0.12, 1.48], [0.92, 0.47, 2.01], [0.84, 0.58, 3.43], [1.51, -0.58, 4.14], [2.96, -0.64, 3.70], [3.04, -0.61, 2.22], [4.28, -1.16, 1.58], [4.93, -2.01, -0.30], [3.30, -2.47, 0.25], [3.06, -0.85, -1.55], [4.00, 0.40, -0.68], [1.35, 0.31, -0.33], [-0.19, 0.63, 3.78], [1.34, 1.53, 3.70], [0.95, -1.52, 3.92], [1.45, -0.45, 5.22], [3.48, -1.53, 4.04], [3.51, 0.23, 4.07], [4.63, -2.00, 2.18], [5.06, -0.41, 1.59], [-0.67, 7.36, 1.01], [0.08, 6.05, 1.88], [-0.22, 4.65, 1.38], [0.49, 3.75, 1.77], [-1.30, 4.28, 0.55], [-0.26, 6.12, 2.92], [1.16, 6.19, 1.86]]}



[2]
{"formula": "C9H14NO4", "method": "ωB97M-V/def2-TZVPD", "spin_multiplicity": 3, "total_charge": -1, "e_homo_ev": [-3.163, -4.510], "total_energy_ha": -706.9515, "molar_mass_da": 200.21, "orbital_gap_ev": [6.4575, 7.2594], "symbols": ["C", "C", "C", "C", "C", "C", "C", "C", "C", "N", "O", "O", "O", "O", "H", "H", "H", "H", "H", "H", "H", "H", "H", "H", "H", "H", "H", "H"], "coordinates": [[-2.60, 0.31, 0.45], [-0.45, -2.18, 0.55], [1.08, -0.80, -2.07], [1.96, -0.17, 0.00], [-0.45, -0.81, 0.07], [0.61, 0.12, 0.62], [0.26, 1.69, 0.37], [0.72, 0.08, 2.24], [-2.23, -0.77, -1.58], [-1.70, -0.32, -0.31], [-1.56, -2.60, 1.03], [-3.67, 0.70, -0.06], [0.55, -2.90, 0.35], [1.95, 0.08, -1.38], [-2.36, 0.36, 1.49], [1.19, -1.82, -1.82], [0.69, -0.24, -2.91], [2.82, 0.34, 0.42], [2.26, -1.25, 0.19], [0.13, 1.80, -0.74], [1.05, 2.30, 0.57], [-0.58, 1.91, 1.08], [1.66, 0.38, 2.54], [0.49, -0.88, 2.75], [0.01, 0.76, 2.65], [-2.39, -0.01, -2.31], [-1.48, -1.42, -2.08], [-3.14, -1.32, -1.53]]}



[3]
{"formula": "C7H12S", "method": "ωB97M-V/def2-TZVPD", "e_homo_ev": [-7.200, -9.653], "total_energy_ha": -671.8570, "molar_mass_da": 128.24, "e_above_lowest_ev": 7.071, "orbital_gap_ev": [7.1485, 9.2675], "symbols": ["C", "C", "C", "C", "C", "C", "C", "S", "H", "H", "H", "H", "H", "H", "H", "H", "H", "H", "H", "H"], "coordinates": [[-0.52, -3.00, -0.90], [-0.02, -1.98, -0.39], [0.08, 1.53, 1.24], [-1.41, 0.60, -0.53], [0.98, 1.14, -1.10], [0.53, -0.90, 0.23], [0.04, 0.51, 0.02], [2.01, -1.10, 1.20], [-1.11, -3.72, -1.41], [0.84, 1.16, 2.05], [0.38, 2.58, 0.86], [-0.96, 1.67, 1.64], [-2.20, 0.10, 0.03], [-1.75, 1.65, -0.49], [-1.45, 0.24, -1.53], [0.41, 1.74, -1.80], [1.36, 0.21, -1.74], [1.64, 1.77, -0.54], [-0.91, -1.87, 2.43], [2.07, -2.33, 0.73]]}



[4]
{"formula": "C4H9NO3", "method": "ωB97M-V/def2-TZVPD", "e_homo_ev": -9.400, "total_energy_ha": -438.2062, "molar_mass_da": 119.12, "smiles": "COCC(=O)N(C)O", "e_above_lowest_ev": 3.344, "orbital_gap_ev": 9.9578, "symbols": ["C", "C", "C", "N", "C", "O", "O", "O", "H", "H", "H", "H", "H", "H", "H", "H", "H"], "coordinates": [[0.57, -0.21, 1.17], [2.81, 0.23, 0.49], [-2.16, 0.15, -1.56], [-1.41, 0.05, -0.32], [-0.08, -0.26, -0.23], [1.73, 0.60, 1.34], [-2.15, 0.46, 0.80], [0.57, -0.61, -1.22], [-2.80, -0.26, 0.90], [-0.15, 0.14, 1.92], [0.81, -1.24, 1.45], [2.65, 0.65, -0.51], [2.94, -0.85, 0.44], [3.72, 0.67, 0.89], [-1.49, 0.08, -2.42], [-2.71, 1.09, -1.58], [-2.86, -0.69, -1.59]]}



[5]
{"formula": "C28H22Cl69FO2P", "method": "ωB97M-V/def2-TZVPD", "total_charge": 1, "e_homo_ev": -12.156, "total_energy_ha": -33424.5549, "molar_mass_da": 2886.71, "orbital_gap_ev": 8.6964, "symbols": ["C", "C", "C", "C", "C", "C", "P", "Cl", "C", "C", "C", "O", "O", "C", "C", "F", "H", "H", "H", "H", "H", "H", "H", "H", "H", "H", "H", "H", "H", "H", "H", "H", "H", "H", "H", "H", "H", "H", "C", "Cl", "Cl", "Cl", "Cl", "C", "Cl", "Cl", "Cl", "Cl", "C", "Cl", "Cl", "Cl", "Cl", "C", "Cl", "Cl", "Cl", "Cl", "C", "Cl", "Cl", "Cl", "Cl", "C", "Cl", "Cl", "Cl", "Cl", "C", "Cl", "Cl", "Cl", "Cl", "C", "Cl", "Cl", "Cl", "Cl", "C", "Cl", "Cl", "Cl", "Cl", "C", "Cl", "Cl", "Cl", "Cl", "C", "Cl", "Cl", "Cl", "Cl", "C", "Cl", "Cl", "Cl", "Cl", "C", "Cl", "Cl", "Cl", "Cl", "C", "Cl", "Cl", "Cl", "Cl", "C", "Cl", "Cl", "Cl", "Cl", "C", "Cl", "Cl", "Cl", "Cl", "C", "Cl", "Cl", "Cl", "Cl"], "coordinates": [[4.26, 5.12, 2.69], [4.10, 4.25, 4.05], [5.09, 2.98, 4.03], [4.39, 1.77, 3.25], [3.57, 0.75, 4.17], [2.05, 1.16, 4.44], [0.85, 0.76, 3.05], [0.70, -1.35, 2.92], [-0.92, 1.41, 3.35], [-0.96, 2.71, 4.30], [-0.83, 4.09, 3.48], [-1.70, 4.35, 2.63], [0.29, 4.98, 3.67], [1.36, 1.41, 1.36], [1.46, 3.03, 1.28], [2.52, 0.76, 0.81], [5.23, 5.70, 2.73], [4.28, 4.44, 1.77], [3.41, 5.89, 2.59], [2.99, 3.95, 4.08], [4.27, 4.93, 4.95], [5.52, 2.71, 5.05], [5.98, 3.31, 3.37], [3.81, 2.22, 2.38], [5.25, 1.15, 2.77], [3.70, -0.30, 3.75], [4.10, 0.74, 5.19], [1.71, 0.53, 5.35], [1.91, 2.25, 4.79], [-1.38, 1.73, 2.35], [-1.60, 0.61, 3.78], [-0.20, 2.69, 5.15], [-2.00, 2.74, 4.78], [0.29, 5.31, 4.60], [0.50, 1.15, 0.64], [1.91, 3.40, 2.27], [0.43, 3.50, 1.07], [2.14, 3.37, 0.42], [-3.14, -2.28, 2.14], [-2.97, -1.81, 3.84], [-4.83, -2.65, 1.79], [-2.60, -0.93, 1.11], [-2.13, -3.70, 1.81], [-0.21, 1.90, -2.80], [-0.21, 3.60, -2.28], [-1.35, 1.69, -4.13], [1.43, 1.45, -3.33], [-0.69, 0.87, -1.43], [-8.34, -4.04, 3.80], [-7.32, -2.91, 4.72], [-10.04, -3.84, 4.29], [-8.18, -3.70, 2.06], [-7.83, -5.71, 4.13], [8.04, 0.67, 6.74], [9.07, 1.77, 7.66], [6.35, 0.87, 7.24], [8.19, 1.04, 5.00], [8.55, -1.01, 7.03], [4.23, -0.81, -5.85], [3.60, -0.24, -7.41], [5.99, -1.03, -5.96], [3.85, 0.39, -4.59], [3.46, -2.35, -5.41], [0.23, -2.85, 6.56], [1.89, -3.18, 7.09], [0.08, -1.13, 6.13], [-0.16, -3.86, 5.16], [-0.90, -3.21, 7.88], [1.84, -4.70, -2.45], [2.86, -5.11, -1.06], [0.43, -5.78, -2.49], [1.29, -3.02, -2.30], [2.78, -4.88, -3.95], [-2.11, -6.95, -5.76], [-0.37, -6.57, -5.76], [-3.04, -5.46, -5.98], [-2.47, -8.08, -7.08], [-2.55, -7.70, -4.20], [-6.60, -5.37, -3.94], [-5.64, -4.64, -2.63], [-6.00, -7.00, -4.27], [-8.30, -5.45, -3.45], [-6.45, -4.37, -5.40], [-3.95, -11.57, -5.54], [-5.21, -12.81, -5.36], [-2.62, -11.92, -4.42], [-3.34, -11.59, -7.21], [-4.63, -9.97, -5.18], [-0.01, 7.75, -2.60], [-0.02, 9.45, -2.08], [-1.15, 7.54, -3.95], [1.62, 7.31, -3.14], [-0.49, 6.71, -1.25], [-0.38, 10.53, 2.06], [-1.90, 10.70, 1.16], [-0.54, 11.31, 3.65], [0.00, 8.81, 2.27], [0.94, 11.31, 1.15], [-5.17, 13.23, 0.93], [-5.19, 12.81, 2.66], [-4.43, 11.90, 0.01], [-6.83, 13.49, 0.37], [-4.23, 14.71, 0.70], [-5.06, 5.85, -4.92], [-6.01, 6.43, -3.53], [-6.12, 4.94, -6.02], [-4.37, 7.24, -5.78], [-3.75, 4.80, -4.34], [5.35, -2.98, 1.87], [6.38, -1.87, 2.81], [3.65, -2.77, 2.37], [5.50, -2.62, 0.14], [5.85, -4.65, 2.18], [1.79, -9.66, -3.75], [2.01, -9.15, -2.06], [0.08, -10.02, -4.05], [2.32, -8.35, -4.84], [2.76, -11.11, -4.06], [-2.21, -8.78, -11.17], [-2.18, -7.07, -10.71], [-3.39, -9.03, -12.47], [-0.60, -9.27, -11.74], [-2.66, -9.77, -9.77]]}